Record 1
21
Properties=species:S:1:pos:R:3:mulliken_charge:R:1 method="wB97M-V/def2-TZVPD" lumo_ha=0.0374 molar_mass_da=102.18 charge=0 relative_energy_kcal_mol=8.1 gap_ha=0.41609 smiles=CCCCCCO
C 1.548 3.023 -0.500 -1.252
C 1.453 1.515 -0.730 -0.333
C 0.394 0.857 0.155 -0.675
C 0.031 -0.566 -0.266 -0.586
C -1.068 -1.164 0.611 -0.595
C -1.547 -2.526 0.143 -0.510
O -2.569 -2.949 1.027 -0.501
H 2.335 3.481 -1.109 0.368
H 1.759 3.252 0.551 0.307
H 0.600 3.509 -0.760 0.321
H 1.212 1.324 -1.785 0.326
H 2.429 1.045 -0.550 0.290
H 0.739 0.857 1.199 0.302
H -0.521 1.469 0.140 0.328
H 0.925 -1.206 -0.239 0.319
H -0.304 -0.550 -1.314 0.353
H -0.719 -1.257 1.648 0.304
H -1.934 -0.489 0.631 0.314
H -1.922 -2.451 -0.891 0.311
H -0.706 -3.240 0.136 0.307
H -2.902 -3.800 0.721 0.302

=====

Record 2
21
Properties=species:S:1:pos:R:3:mulliken_charge:R:1 method="wB97M-V/def2-TZVPD" lumo_ha=0.0313 molar_mass_da=102.18 charge=0 relative_energy_kcal_mol=87.1 gap_ha=0.34290
C 2.417 -1.483 -0.515 -0.526
O 2.078 -0.626 0.582 -0.149
C 1.916 0.632 0.249 -0.640
C -0.758 0.430 -0.009 1.563
C -1.249 1.834 0.323 -1.540
C -1.391 -0.154 -1.266 -1.539
C -0.873 -0.530 1.175 -1.308
H 3.030 -0.933 -1.229 0.381
H 1.493 -1.815 -1.001 0.190
H 2.943 -2.340 -0.099 0.255
H 0.300 0.565 -0.322 -0.069
H 1.554 1.102 1.195 0.174
H -0.835 2.175 1.280 0.342
H -2.342 1.874 0.395 0.384
H -0.928 2.545 -0.447 0.368
H -0.980 -1.153 -1.462 0.313
H -1.171 0.477 -2.134 0.366
H -2.479 -0.248 -1.167 0.398
H -0.244 -1.418 1.042 0.288
H -1.909 -0.874 1.291 0.396
H -0.571 -0.059 2.118 0.351

=====

Record 3
21
Properties=species:S:1:pos:R:3:mulliken_charge:R:1 method="wB97M-V/def2-TZVPD" lumo_ha=0.0325 molar_mass_da=102.18 charge=0 relative_energy_kcal_mol=91.9 gap_ha=0.38095
C -0.571 -0.313 0.337 1.645
C -0.721 0.748 1.430 -1.653
C 0.213 -1.511 0.866 -1.635
C -1.946 -0.764 -0.155 -1.697
O 0.057 0.275 -0.854 -0.274
H -0.319 1.332 -1.807 -0.129
H -1.371 0.384 2.225 0.425
H -1.159 1.653 1.008 0.383
H 0.239 0.993 1.881 0.412
H -1.834 -1.495 -0.954 0.399
H 1.205 -1.226 1.210 0.372
H 0.303 -2.292 0.113 0.396
H -0.307 -1.963 1.712 0.417
H -2.506 0.093 -0.528 0.394
H -2.515 -1.223 0.653 0.401
C 1.364 0.933 -0.765 -0.169
C 2.438 0.358 -1.316 -0.674
H 3.429 0.706 -1.068 0.270
H 1.513 1.468 0.166 0.282
H 0.134 2.157 -1.993 0.177
H 2.356 -0.312 -2.161 0.256

=====

Record 4
21
Properties=species:S:1:pos:R:3:mulliken_charge:R:1 method="wB97M-V/def2-TZVPD" lumo_ha=0.0320 molar_mass_da=102.18 charge=0 relative_energy_kcal_mol=82.3 gap_ha=0.35071
C 1.592 -0.034 -0.958 0.806
C 0.789 -1.108 -1.117 -1.179
C 2.657 0.046 0.105 -1.225
O 1.788 0.787 -2.050 -0.524
H 2.301 1.558 -1.785 0.344
H 0.335 1.641 0.073 0.054
H 0.318 -1.286 -2.069 0.319
H 2.600 1.003 0.621 0.343
H 3.647 -0.050 -0.338 0.371
H 2.519 -0.735 0.848 0.324
H 0.921 -1.978 -0.497 0.318
H -0.907 -0.485 -0.264 0.023
C -1.728 -0.476 1.801 -1.010
C -1.794 -0.116 0.348 0.372
C -2.898 0.328 -0.243 -0.730
H -0.404 1.286 -0.058 0.007
H -0.892 0.032 2.286 0.237
H -2.642 -0.203 2.326 0.357
H -1.559 -1.549 1.916 0.250
H -3.744 0.685 0.328 0.280
H -2.897 0.656 -1.272 0.264

=====

Repeat the first record exactly.
21
Properties=species:S:1:pos:R:3:mulliken_charge:R:1 method="wB97M-V/def2-TZVPD" lumo_ha=0.0374 molar_mass_da=102.18 charge=0 relative_energy_kcal_mol=8.1 gap_ha=0.41609 smiles=CCCCCCO
C 1.548 3.023 -0.500 -1.252
C 1.453 1.515 -0.730 -0.333
C 0.394 0.857 0.155 -0.675
C 0.031 -0.566 -0.266 -0.586
C -1.068 -1.164 0.611 -0.595
C -1.547 -2.526 0.143 -0.510
O -2.569 -2.949 1.027 -0.501
H 2.335 3.481 -1.109 0.368
H 1.759 3.252 0.551 0.307
H 0.600 3.509 -0.760 0.321
H 1.212 1.324 -1.785 0.326
H 2.429 1.045 -0.550 0.290
H 0.739 0.857 1.199 0.302
H -0.521 1.469 0.140 0.328
H 0.925 -1.206 -0.239 0.319
H -0.304 -0.550 -1.314 0.353
H -0.719 -1.257 1.648 0.304
H -1.934 -0.489 0.631 0.314
H -1.922 -2.451 -0.891 0.311
H -0.706 -3.240 0.136 0.307
H -2.902 -3.800 0.721 0.302